[1]
44
Properties=species:S:1:pos:R:3:forces:R:3 method="wB97M-V/def2-TZVPD" charge=0 gap_ev=9.924
C -0.44264 0.11412 5.09427 -0.25 -0.18 -0.02
C -1.51640 -0.98113 5.03892 0.26 0.22 -0.33
C -1.40095 -1.93761 3.85202 -0.24 -0.12 0.09
O -0.03346 -2.07578 3.39346 0.03 0.07 -0.16
S -0.12639 -2.95323 2.06788 0.35 -0.16 -0.19
O -0.40514 -4.30345 2.43505 -0.04 0.40 -0.21
O 0.94637 -2.64641 1.18486 -0.29 -0.07 0.46
O -1.43172 -2.23590 1.50910 -0.06 -0.25 -0.11
C -2.21155 -1.63324 2.55124 -0.06 0.36 0.51
C -2.54398 -0.15785 2.22120 0.18 -0.03 -0.14
C -1.78314 0.56063 1.09730 0.18 -0.01 0.27
C -0.25989 0.58189 1.22116 -0.24 0.19 0.00
I -2.40685 -0.13095 -0.84658 0.01 0.00 -0.07
H 0.55126 -0.31249 4.97718 0.02 0.06 0.02
H -0.60069 0.85247 4.30748 0.12 0.00 0.05
H -0.49289 0.63181 6.05178 0.00 -0.01 -0.02
H -2.49907 -0.50554 4.97550 -0.06 -0.15 0.16
H -1.49884 -1.57411 5.95249 0.04 0.05 0.00
H -1.71113 -2.93397 4.18159 0.00 0.07 -0.05
H -3.15109 -2.17777 2.65955 0.06 -0.07 -0.23
H -3.61010 -0.09083 2.00149 0.03 0.00 0.02
H -2.37720 0.44163 3.12138 -0.03 -0.04 -0.05
H -2.14137 1.58904 1.09158 -0.07 -0.09 0.01
H 0.14069 1.43988 0.68375 0.01 -0.08 -0.08
H 0.01287 0.70506 2.27245 0.03 -0.08 -0.04
H 0.20835 -0.31882 0.83981 0.04 -0.09 0.05
C 1.21586 0.47024 -2.94695 -0.20 -0.40 0.23
C 1.08675 1.99621 -2.82967 0.19 -0.02 -0.10
C 0.20204 2.72803 -3.84551 -0.07 -0.01 0.08
F 0.68658 2.60046 -5.09434 0.08 -0.08 -0.09
F 0.18909 4.04375 -3.53358 -0.01 0.02 0.00
F 2.30480 2.56954 -2.78357 0.00 0.01 -0.01
F 0.47293 2.22212 -1.62807 -0.01 0.02 0.07
O 2.37870 -0.03096 -3.57861 0.23 0.52 -0.03
C 2.44263 -0.28034 -4.91670 -0.03 -0.18 0.14
C 3.55537 0.53562 -5.59004 0.05 -0.06 0.02
F 3.33886 1.85373 -5.42962 -0.07 0.06 0.02
F 3.55337 0.26017 -6.91227 0.02 -0.01 -0.05
F 1.26224 -0.10154 -5.52793 -0.13 0.12 -0.10
F 2.78296 -1.58108 -5.07649 -0.03 -0.08 -0.04
H 1.30510 0.12336 -1.91801 -0.03 0.00 -0.02
H 0.30616 0.03091 -3.35616 -0.01 0.10 -0.08
H -0.82061 2.34382 -3.80765 0.00 -0.01 0.00
H 4.52215 0.26850 -5.16070 0.01 0.00 0.01



[2]
30
Properties=species:S:1:pos:R:3:forces:R:3 method="wB97M-V/def2-TZVPD" charge=0 smiles=CCc1c[nH]c2ccccc12.CC gap_ev=8.740
C -2.66237 0.42255 1.29218 -1.01 -0.40 0.05
C -2.56177 0.05639 -0.19483 0.23 1.70 -0.02
C -1.14989 0.02562 -0.66604 -0.10 -0.21 -0.61
C -0.37631 -1.00441 -1.10683 -0.29 0.54 -0.04
N 0.90040 -0.54338 -1.38286 -0.02 -0.45 -0.21
C 0.93172 0.82178 -1.23872 -0.69 0.62 -0.56
C 1.86041 1.77447 -1.65902 0.36 -0.74 -0.20
C 1.53972 3.11038 -1.56500 -0.03 -0.03 0.39
C 0.28725 3.49795 -1.06884 -0.37 0.17 -0.11
C -0.67713 2.56937 -0.72499 0.42 0.27 -0.13
C -0.35179 1.21639 -0.81999 -0.14 -0.22 0.65
H -3.56675 -0.02126 1.71722 -0.02 -0.05 0.00
H -2.80259 1.49178 1.43221 0.47 0.10 0.09
H -1.83763 0.03075 1.87549 0.28 0.17 0.02
H -3.17909 -0.75303 -0.46297 -0.16 -1.73 -0.04
H -3.07793 0.83375 -0.76819 0.15 0.36 0.06
H -0.67453 -1.99884 -1.39454 0.15 -0.20 0.39
H 1.51267 -1.07437 -1.96763 0.38 0.04 -0.04
H 2.76206 1.40556 -2.13779 0.19 0.34 0.16
H 2.25351 3.87113 -1.85038 0.01 -0.06 -0.13
H 0.01585 4.54655 -1.02668 0.18 0.01 -0.01
H -1.67182 2.91864 -0.47878 -0.01 -0.18 0.20
C 0.87096 -2.55637 1.88553 0.04 -0.93 -0.71
C 2.22703 -3.22208 1.67482 0.43 -0.21 0.34
H 0.55133 -2.09035 0.95240 0.30 0.73 0.34
H 0.05364 -3.27332 2.01779 0.26 -0.10 0.63
H 0.98617 -1.89008 2.73350 -0.58 0.33 -0.10
H 2.57713 -3.78978 2.54317 -0.29 0.04 0.09
H 2.98725 -2.44801 1.54475 -0.01 -0.07 -0.30
H 2.27249 -3.92775 0.84501 -0.12 0.19 -0.19



[3]
30
Properties=species:S:1:pos:R:3:forces:R:3 method="wB97M-V/def2-TZVPD" charge=0 smiles=Cc1c[nH]c2ccccc12.CCC gap_ev=8.895
C -0.53682 -1.69688 -3.50308 -0.42 0.03 0.74
C 0.09050 -0.80840 -2.46055 0.55 -0.32 -0.63
C 0.84683 0.28421 -2.70382 -0.07 0.62 0.37
N 1.36192 0.79795 -1.50963 0.63 -0.11 -0.34
C 1.05562 -0.08634 -0.50205 -0.21 -0.27 0.23
C 1.38336 -0.10483 0.85506 -0.37 -0.11 -0.73
C 0.80812 -1.11581 1.59091 0.41 0.27 1.15
C -0.02234 -2.11707 1.08173 0.24 0.27 -0.37
C -0.34877 -2.07685 -0.26272 -0.08 -0.01 0.41
C 0.21815 -1.07517 -1.04915 -0.42 -0.05 -0.26
H -1.36816 -1.18833 -3.99402 0.14 -0.09 -0.24
H -0.96020 -2.56756 -2.99912 -0.04 -0.04 -0.11
H 0.19030 -2.07620 -4.22291 -0.09 0.23 -0.05
H 1.02413 0.84351 -3.60908 0.01 -0.20 -0.12
H 2.25570 1.26501 -1.52706 -0.19 0.23 0.11
H 2.04299 0.61904 1.30592 -0.03 0.17 0.09
H 0.98341 -1.06275 2.66192 0.11 -0.38 -0.04
H -0.32068 -2.91039 1.75325 -0.39 0.06 -0.12
H -1.08207 -2.74774 -0.69060 0.19 -0.25 -0.03
C -2.05821 1.45345 1.78396 -0.08 0.20 0.28
C -1.20553 1.86866 2.99647 -0.61 -0.34 0.32
C -0.39804 3.12993 2.77951 0.99 -0.09 0.13
H -2.02825 2.23340 1.01864 -0.24 -0.09 0.02
H -3.09224 1.24370 2.07860 0.11 0.17 -0.21
H -1.66110 0.54412 1.34602 0.07 -0.13 -0.21
H -1.81425 1.96998 3.89906 -0.22 0.19 -0.13
H -0.58407 1.00785 3.23755 0.51 0.18 0.00
H 0.25615 2.98460 1.91610 -0.12 0.20 -0.20
H -0.97178 4.05103 2.65078 -0.23 -0.28 -0.14
H 0.29134 3.31730 3.60979 -0.15 -0.05 0.09



[4]
30
Properties=species:S:1:pos:R:3:forces:R:3 method="wB97M-V/def2-TZVPD" charge=0 smiles=CCc1c[nH]c2ccccc12.CC gap_ev=8.926
C 1.79023 -3.99087 -0.18341 -2.32 0.18 2.46
C 0.58077 -3.13774 0.47680 1.63 -1.33 -1.04
C 0.47533 -1.83134 -0.23030 -1.38 0.63 0.10
C -0.28558 -1.51171 -1.33535 0.36 -0.44 1.75
N -0.58803 -0.13596 -1.34195 0.34 -1.12 -0.87
C 0.13100 0.43320 -0.30511 0.81 0.83 0.20
C 0.30064 1.80654 -0.02277 1.01 -0.18 -0.29
C 1.32093 2.12070 0.84161 0.57 -0.54 0.97
C 1.94748 1.12609 1.63154 -0.25 0.55 -0.54
C 1.75284 -0.20598 1.37358 -0.54 -0.10 1.20
C 0.84604 -0.57426 0.37336 -0.32 0.67 -0.26
H 1.74026 -3.71500 -1.22391 0.80 -0.52 -0.29
H 1.55560 -5.02172 0.09974 0.08 -0.19 -0.92
H 2.67492 -3.80698 0.41874 0.48 0.59 -0.76
H -0.35336 -3.70256 0.43085 0.06 0.07 -0.40
H 0.77382 -3.06634 1.54449 0.10 0.53 0.04
H -0.70950 -2.19343 -2.05389 -0.21 0.13 -0.08
H -0.40142 0.22694 -2.26232 -0.50 0.81 -0.15
H -0.18171 2.65049 -0.48824 -0.25 -0.35 -0.52
H 1.75889 3.10503 0.95598 -0.77 0.33 0.04
H 2.51845 1.47744 2.48083 0.42 -0.25 -0.16
H 2.19117 -0.90146 2.08334 0.05 -0.31 -0.40
C -3.82452 2.42839 0.08954 0.93 1.22 -1.75
C -2.88623 3.30280 -0.83466 0.67 -0.15 1.12
H -4.77726 2.49918 -0.42798 -0.50 -0.37 0.85
H -3.45074 1.41028 0.10182 -0.19 -0.15 -0.01
H -3.76958 2.83449 1.08929 -0.60 -0.02 0.21
H -2.04308 2.67327 -1.09398 0.04 0.11 -0.54
H -2.44689 4.14435 -0.28443 -0.11 -0.16 0.12
H -3.30228 3.77530 -1.72134 -0.41 -0.48 -0.08



[5]
30
Properties=species:S:1:pos:R:3:forces:R:3 method="wB97M-V/def2-TZVPD" charge=+1 spin_multiplicity=2 gap_ev="9.238 / 6.600"
C -0.30690 2.42099 1.51986 -0.47 1.49 0.53
C 1.19099 0.36110 1.15921 0.72 -1.13 0.46
C 0.07084 1.01109 1.67800 -0.89 0.19 -1.23
C 0.98117 -1.03954 1.30599 -0.28 0.43 -0.27
C -0.86268 -0.02222 2.02938 0.10 0.07 -0.50
C 2.45248 0.76176 0.66758 0.27 0.93 -0.31
C 3.45500 -0.14738 0.45199 -0.53 -1.74 -0.38
C 3.22731 -1.50662 0.78234 -0.04 0.70 0.04
C 1.95396 -1.97386 1.12515 0.70 -0.46 1.04
N -0.34239 -1.20251 1.73459 -0.26 -0.10 1.12
H 2.65489 1.80030 0.46286 -0.12 0.25 -0.03
H 4.36450 0.01088 -0.10783 0.21 0.81 0.49
H 4.08290 -2.16631 0.84950 -0.14 -0.19 -0.38
H 0.25584 3.11695 2.14409 0.24 -0.21 0.26
H -1.35226 2.65568 1.73150 -0.01 -0.50 0.29
H -1.88826 0.06242 2.36484 0.16 0.13 0.12
H -0.78775 -2.05566 2.04439 0.20 -0.18 -0.29
H 1.86000 -2.98906 1.50070 -0.28 -0.01 -0.47
H -0.18278 2.84610 0.52975 0.41 -0.50 -0.50
C -1.80099 -0.68723 -2.55656 0.60 1.80 0.82
C -1.22928 0.73312 -2.81206 -0.30 -1.13 -0.49
C -2.66054 -0.69737 -1.29186 -0.40 -0.44 -0.29
H -2.33003 -1.04511 -3.43254 0.03 -0.21 -0.01
H -0.89280 -1.25255 -2.33997 -0.32 -0.68 -0.39
H -0.64185 1.01399 -1.93470 0.10 0.28 -0.20
H -3.36337 -1.53224 -1.38388 0.20 -0.04 0.65
H -2.01772 -0.76000 -0.41623 0.00 -0.48 0.15
H -2.01353 1.45725 -3.00872 -0.06 0.17 0.11
H -0.61188 0.64084 -3.71016 0.23 0.47 0.25
H -3.26489 0.18521 -1.08718 -0.06 0.28 -0.59



[6]
31
Properties=species:S:1:pos:R:3:forces:R:3 method="wB97M-V/def2-TZVPD" charge=+1 gap_ev="7.600 / 7.599"
C -3.92749 1.12493 1.92092 -1.45 1.04 1.23
C -3.56845 1.55386 0.63675 -0.28 -0.47 -0.71
C -3.19143 0.19380 2.63681 1.62 1.44 -5.64
C -2.47446 0.97024 0.05198 1.31 0.37 -1.64
C -2.08201 -0.37649 2.03740 0.01 0.39 0.37
C -1.65981 0.07571 0.74396 -1.04 -0.81 2.01
C 0.99027 -0.31338 -1.66739 1.14 -1.42 -1.54
C -0.48036 -0.44147 0.15874 0.38 -1.00 -1.39
C 1.37265 -1.50671 1.25084 0.51 1.96 2.70
C 2.84615 1.36194 -1.32817 -0.73 2.34 -2.64
C 2.95011 -0.50347 -2.87389 2.04 2.51 1.62
C 0.14297 -1.77698 0.43463 -2.73 -0.19 2.09
N 0.11548 0.24107 -0.79758 -1.14 0.51 1.59
N 2.09152 0.28598 -1.93739 1.19 -1.70 -0.85
H -4.79915 1.47250 2.54339 0.68 0.16 -1.46
H -4.06705 2.17974 -0.10848 -0.67 0.18 1.20
H -3.52823 -0.11555 3.50232 -1.43 -1.47 4.39
H -2.21514 1.21530 -1.05250 -0.64 -0.32 2.05
H -1.64387 -1.09640 2.73747 0.80 -0.01 -1.09
H 1.02162 -0.93419 2.25550 1.07 -1.12 -2.23
H 2.13173 -0.77717 0.67991 -1.46 -2.07 1.41
H 1.73679 -2.47836 1.61887 0.68 0.62 -0.40
H 2.32821 1.76369 -0.56886 -2.06 0.99 3.23
H 3.80179 1.15013 -0.98035 1.66 -1.18 0.34
H 2.95144 2.31643 -1.94704 -0.08 -1.63 -0.13
H 3.70262 0.27767 -3.09693 -0.06 -0.94 -0.83
H 3.47290 -1.29736 -2.35612 -0.13 -0.17 0.34
H 2.46095 -0.87753 -3.70489 -1.18 -0.44 -1.48
H -0.62708 -2.60117 0.84594 1.75 2.23 -0.43
H 0.46153 -2.15421 -0.47288 0.58 -0.77 -2.39
H -0.31420 1.06744 -1.16293 -0.34 0.95 0.32



[7]
32
Properties=species:S:1:pos:R:3:forces:R:3 method="wB97M-V/def2-TZVPD" charge=+1 smiles="C[C@@H]1CCC[N@@+]1(C(N)=O)c1ccccc1" gap_ev=10.305
C 1.21778 -1.25486 1.76691 -2.21 0.54 0.28
C 1.27532 -0.95181 0.29474 0.40 0.33 1.49
C 2.60066 -0.52319 -0.21188 1.83 2.96 1.24
C 2.27768 -0.32043 -1.70316 1.61 0.72 0.78
C 0.91917 0.29850 -1.60312 -1.28 0.93 -0.20
N 0.42339 0.18958 -0.16181 1.10 -0.09 -1.01
C 1.02448 1.70697 0.60656 -0.46 -1.40 -2.69
N 0.39811 1.64098 1.70776 -1.25 0.66 4.05
O 1.71908 2.40423 -0.03122 -0.07 0.15 0.42
C -1.01407 0.11309 -0.11696 -0.95 -1.48 0.17
C -1.75063 0.91515 -0.92997 0.17 1.33 0.22
C -3.12440 0.91308 -0.99778 -0.20 0.29 -1.09
C -3.85975 -0.03948 -0.35059 -0.15 -0.72 1.43
C -3.13500 -0.92368 0.49170 -0.02 1.69 -2.21
C -1.73705 -0.86492 0.54303 -0.63 -1.52 0.75
H 1.46272 -2.26502 2.02207 0.94 -0.46 -0.08
H 0.11577 -1.26799 2.08503 1.76 0.63 0.08
H 1.83523 -0.48774 2.26039 -0.41 -0.67 0.41
H 1.09630 -1.73109 -0.37496 -1.41 -1.89 -0.51
H 3.41737 -1.20649 -0.05134 0.05 -0.44 0.19
H 2.89246 0.47880 0.41901 -0.23 -2.36 -1.87
H 2.97966 0.36748 -2.21525 -0.35 -0.56 0.23
H 2.35313 -1.33204 -2.13498 -0.47 0.60 -0.28
H 0.87175 1.36874 -1.61319 0.84 0.54 -1.49
H 0.19149 -0.07287 -2.31488 -0.23 -0.28 0.24
H -0.25956 0.89097 1.93487 0.46 0.37 -0.38
H 0.54289 2.30563 2.47886 0.07 -0.15 -0.79
H -1.19374 1.61237 -1.48378 0.23 1.11 -0.87
H -3.58706 1.60226 -1.68853 -0.11 0.10 0.03
H -4.96534 -0.11489 -0.46706 1.10 0.06 0.18
H -3.71584 -1.70647 0.86778 -0.22 -1.26 1.05
H -1.27198 -1.74486 0.97173 0.10 0.31 0.25



Values of energy relative to the best compared isomer or geometry (same formula, charge and spin), in order: 0.076 0.639 0.457 1.716 0.664 4.105 2.849, all in eV.